# C9H14N3O4

An isolated ion of composition C9H14N3O4 and charge +1 in a non-equilibrium geometry (wB97M-V/def2-TZVPD, the OMol25 dataset).

Geometry as XYZ:
```
30
Properties=species:S:1:pos:R:3:lowdin_charge:R:1
O 1.24 1.29 -1.03 0.00
O 0.52 -1.77 -0.77 -0.07
O 3.91 -0.11 0.63 0.01
O -1.47 2.69 -0.75 0.15
N -0.56 0.92 0.40 0.12
N -2.79 0.89 -0.38 0.21
N -4.28 -0.85 -0.07 0.27
C 2.08 0.14 -1.01 -0.21
C 1.84 1.10 1.21 -0.02
C -2.93 -0.26 0.18 -0.30
C -1.97 -0.91 0.95 0.01
C 0.76 1.57 0.24 -0.26
C 1.37 -1.07 -1.65 -0.15
C -0.75 -0.25 0.99 -0.02
C 2.53 -0.06 0.46 -0.32
C -1.63 1.60 -0.30 -0.45
H 0.08 -0.69 1.53 0.14
H 2.12 -1.74 -2.08 0.13
H 0.75 -0.68 -2.46 0.13
H -4.77 -0.15 -0.65 0.18
H 2.56 1.91 1.34 0.14
H 1.47 0.83 2.19 0.13
H 2.19 -1.03 0.83 0.14
H 4.32 0.71 0.32 0.11
H 1.00 -2.52 -0.39 0.10
H 0.56 2.65 0.28 0.17
H -2.11 -1.85 1.43 0.12
H -4.80 -1.00 0.81 0.18
H 2.95 0.38 -1.64 0.16
H -4.21 -1.74 -0.58 0.18
```

The frontier orbital gap comes out at 9.2 eV. The highest occupied orbital energy comes out at -0.470 Ha. Its SMILES is [NH3+]c1ccn([C@H]2C[C@H](O)[C@@H](CO)O2)c(=O)n1. The value obtained for the energy is -22213.3157 eV. The net charge is +1.

=====

# C9H14N4

The molecule C9H14N4 in a non-equilibrium geometry (wB97M-V/def2-TZVPD, the OMol25 dataset).

Geometry as XYZ:
```
27
Properties=species:S:1:pos:R:3:lowdin_charge:R:1
N -3.43 -1.74 -0.97 -0.04
N 1.46 0.11 -1.21 0.09
N 3.76 -0.48 -1.28 0.07
N 2.36 -1.33 1.35 0.02
C 2.75 0.04 0.85 -0.21
C -3.04 -1.10 0.31 -0.22
C 0.04 1.96 -0.33 -0.04
C 2.63 -0.14 -0.64 -0.47
C 0.34 0.58 -0.52 -0.24
C -1.96 -0.01 0.21 -0.23
C -1.16 2.21 0.15 -0.13
C -2.19 1.31 0.43 -0.04
C -0.65 -0.34 -0.11 0.02
H 4.58 -0.58 -0.68 0.01
H -0.43 -1.41 -0.18 0.13
H -4.03 -0.67 0.66 0.13
H -1.52 3.23 0.38 0.11
H -2.79 -1.94 0.95 0.10
H -3.11 1.89 0.64 0.12
H 1.65 -1.17 2.14 0.10
H -4.21 -1.21 -1.39 0.06
H 3.79 0.28 1.09 0.10
H -2.66 -1.67 -1.73 0.09
H 0.70 2.74 -0.74 0.13
H 1.67 0.26 -2.22 0.17
H 2.27 0.96 1.15 0.10
H 3.19 -1.78 1.69 0.05
```

The frontier orbital gap comes out at 9.4 eV. The highest occupied orbital energy comes out at -0.318 Ha. Its SMILES is [H]/N=C(\CN)Nc1cccc(CN)c1. The value obtained for the energy is -15518.5295 eV. Its energy above the lowest of the compared OMol25 structures with the same formula, charge and spin is 178.8 kJ/mol.

=====

# C9H14N4

C9H14N4 as an isolated structure in a non-equilibrium geometry (wB97M-V/def2-TZVPD, the OMol25 dataset).

Geometry as XYZ:
```
27
Properties=species:S:1:pos:R:3:lowdin_charge:R:1
N -0.75 0.83 -0.17 0.00
N -0.57 1.90 -2.65 -0.05
N 0.30 -0.81 1.24 -0.09
N -0.07 2.92 -2.12 0.10
C -1.77 -0.52 -2.01 0.11
C 0.78 -0.32 2.43 -0.05
C -0.71 1.60 -3.89 0.20
C 1.77 -0.91 3.17 0.23
C -0.11 1.99 0.11 -0.01
C 0.27 2.95 -0.82 -0.03
C 1.10 -1.65 0.42 0.02
C -0.97 -0.33 0.87 -0.02
C -1.08 0.51 -1.49 -0.06
H -1.63 -1.10 0.51 0.14
H 0.16 0.30 2.97 0.11
H -1.38 0.09 1.78 0.15
H 2.14 -0.29 4.02 0.13
H 2.49 -1.63 2.85 0.10
H -2.03 -0.55 -3.05 0.07
H -1.45 0.85 -3.94 0.07
H 2.16 -1.36 0.44 0.13
H 0.96 3.75 -0.56 0.14
H -2.12 -1.34 -1.38 0.09
H 0.57 -1.78 -0.50 0.10
H 1.19 -2.67 0.80 0.13
H -0.38 2.23 -4.71 0.14
H -0.10 2.28 1.15 0.14
```

The frontier orbital gap (spin up / spin down) comes out at 4.9 / 7.6 eV. The highest occupied orbital energy (spin up / spin down) comes out at -0.569 / -0.619 Ha. The value obtained for the energy is -15496.4132 eV. Its energy above the lowest of the compared OMol25 structures with the same formula, charge and spin is 643.0 kJ/mol. The net charge is +2.

=====

# C9H14N4O4

The molecule C9H14N4O4 in a non-equilibrium geometry (wB97M-V/def2-TZVPD, the OMol25 dataset).

Geometry as XYZ:
```
31
Properties=species:S:1:pos:R:3:lowdin_charge:R:1
O 1.82 -1.45 -2.42 -0.04
O 2.37 -3.42 0.06 0.00
O 1.86 -1.13 0.64 0.06
O 0.37 0.43 -1.06 -0.03
N -0.77 -1.80 -0.60 0.15
N -2.87 -0.40 0.69 0.03
N -0.53 3.29 2.18 0.05
N 0.60 4.08 0.47 0.01
C 1.59 -2.25 0.06 -0.40
C 0.27 2.80 0.18 -0.08
C -0.96 0.79 1.47 -0.08
C 1.06 -2.58 -2.19 -0.22
C -1.66 0.36 0.20 -0.31
C 0.18 4.40 1.77 -0.13
C -0.51 2.26 1.25 -0.26
C -0.56 -0.35 -0.60 -0.27
C 0.44 -2.70 -0.77 -0.20
H 0.23 -2.70 -2.93 0.13
H -1.66 0.61 2.39 0.15
H 0.02 -3.64 -0.52 0.15
H 0.30 5.26 2.27 0.06
H -3.44 0.07 1.31 0.02
H 1.39 -0.61 -2.33 0.06
H 1.18 4.67 -0.19 0.17
H 3.42 -2.99 0.30 0.27
H -3.44 -1.05 0.01 0.13
H 0.60 2.13 -0.68 0.11
H -1.83 1.24 -0.33 0.11
H 1.89 -3.49 -2.13 0.18
H -1.44 -2.05 0.03 0.06
H 0.11 0.26 1.48 0.14
```

The frontier orbital gap comes out at 8.4 eV. The highest occupied orbital energy comes out at -0.290 Ha. Its SMILES is N[C@@H](Cc1c[nH]cn1)C(=O)N[C@@H](CO)C(=O)O. The value obtained for the energy is -23706.6291 eV. Its energy above the lowest of the compared OMol25 structures with the same formula, charge and spin is 512.1 kJ/mol.

=====

# C9H14N6

An isolated ion of composition C9H14N6 and charge +2 in a non-equilibrium geometry (wB97M-V/def2-TZVPD, the OMol25 dataset).

Geometry as XYZ:
```
29
Properties=species:S:1:pos:R:3:lowdin_charge:R:1
N -0.79 0.58 0.06 0.00
N 3.18 -0.64 -0.31 0.10
N -1.99 -0.10 -0.03 0.08
N -2.43 2.08 0.22 0.19
N -4.46 -0.97 -0.19 0.13
N 0.51 0.13 -0.04 -0.13
C -3.48 -1.77 -0.47 -0.09
C 2.75 0.65 -0.80 -0.08
C -2.17 -1.36 -0.37 0.02
C 2.47 -0.83 1.05 -0.04
C 1.23 0.62 -1.19 -0.06
C -1.19 1.95 0.18 -0.03
C -4.27 0.30 0.18 0.02
C 1.21 0.00 1.19 -0.14
C -3.02 0.85 0.10 -0.14
H 1.56 0.99 1.55 0.14
H 2.95 1.33 0.03 0.14
H 1.05 -0.05 -1.96 0.11
H -0.44 2.67 0.44 0.15
H 3.22 -0.50 1.74 0.14
H 2.45 -1.92 1.20 0.15
H 2.89 -1.41 -0.84 0.16
H 0.51 -0.47 1.91 0.17
H -3.83 -2.83 -0.71 0.17
H -5.13 0.86 0.49 0.15
H 0.90 1.67 -1.50 0.16
H 4.18 -0.71 -0.20 0.19
H -1.33 -2.15 -0.26 0.18
H 3.46 1.04 -1.50 0.15
```

The frontier orbital gap comes out at 9.7 eV. The highest occupied orbital energy comes out at -0.622 Ha. Its SMILES is c1c[n+]2c(cn1)ncn2N1CC[NH2+]CC1. The value obtained for the energy is -18480.9503 eV. Its energy above the lowest of the compared OMol25 structures with the same formula, charge and spin is 2.9 kJ/mol. The net charge is +2.

=====

# C9H14NO3

An isolated ion of composition C9H14NO3 and charge +1 in a non-equilibrium geometry (wB97M-V/def2-TZVPD, the OMol25 dataset).

Geometry as XYZ:
```
27
Properties=species:S:1:pos:R:3:lowdin_charge:R:1
O -1.98 -1.61 -2.07 0.00
O -1.42 0.54 -2.26 0.05
O -0.34 -2.07 -0.11 0.02
N 0.81 -0.58 -1.65 0.06
C -0.15 0.15 0.84 -0.14
C -1.65 -0.44 -1.36 -0.39
C -0.13 -0.42 2.05 -0.05
C 0.15 0.24 3.24 -0.03
C -0.06 1.54 0.85 -0.06
C 0.37 1.62 3.21 -0.03
C 0.24 2.26 1.97 -0.06
C 2.27 -0.63 -1.53 -0.01
C -0.35 -0.74 -0.48 -0.28
H 0.03 -0.23 4.22 0.12
H 2.66 0.36 -1.09 0.13
H 0.33 -1.39 -2.20 0.20
H -2.40 -1.46 -2.96 0.16
H 0.39 0.34 -2.12 0.20
H -1.11 -2.59 -0.57 0.18
H 0.63 2.17 4.03 0.08
H -0.30 2.15 -0.03 0.11
H -2.55 -0.26 -0.62 0.21
H 2.70 -1.44 -0.95 0.11
H 0.40 3.32 1.82 0.12
H -1.18 1.35 -1.84 0.10
H -0.04 -1.50 2.05 0.12
H 2.69 -0.70 -2.44 0.05
```

The frontier orbital gap comes out at 9.9 eV. The highest occupied orbital energy comes out at -0.474 Ha. Its SMILES is C[NH2+][C@@](O)(c1ccccc1)C(O)O. The value obtained for the energy is -17184.2850 eV. Its energy above the lowest of the compared OMol25 structures with the same formula, charge and spin is 160.0 kJ/mol. The net charge is +1.

=====

# C9H14NPt

C9H14NPt as an isolated structure in a non-equilibrium geometry (wB97M-V/def2-TZVPD, the OMol25 dataset).

Geometry as XYZ:
```
25
Properties=species:S:1:pos:R:3:lowdin_charge:R:1
Pt -0.99 0.07 0.79 1.46
N -0.02 0.11 -0.59 -0.21
C 0.95 -0.08 -1.62 -0.72
C -0.65 0.91 2.85 -0.15
C -1.92 -0.98 2.52 -0.20
C -2.72 0.14 2.19 -0.21
C 0.19 -0.62 -2.84 -0.03
C -1.93 1.31 2.39 -0.19
C 1.99 -1.09 -1.11 -0.03
C 1.60 1.28 -1.94 -0.03
C -0.63 -0.51 2.92 -0.16
H -3.76 0.12 1.91 0.13
H 0.89 -0.72 -3.66 0.10
H 1.51 -2.03 -0.85 0.09
H 0.20 -1.14 3.20 0.13
H 0.17 1.57 3.08 0.13
H -2.27 -2.00 2.48 0.13
H 2.17 1.65 -1.08 0.09
H -0.61 0.06 -3.13 0.09
H 2.28 1.16 -2.78 0.10
H -0.24 -1.60 -2.62 0.09
H 2.52 -0.69 -0.24 0.09
H 0.84 2.02 -2.21 0.09
H -2.29 2.32 2.23 0.13
H 2.71 -1.27 -1.90 0.10
```

The frontier orbital gap (spin up / spin down) comes out at 8.4 / 8.4 eV. The highest occupied orbital energy (spin up / spin down) comes out at -0.495 / -0.495 Ha. The value obtained for the energy is -14287.9276 eV. The net charge is +1.

=====

# C9H14NS

An isolated ion of composition C9H14NS and charge +1 in a non-equilibrium geometry (wB97M-V/def2-TZVPD, the OMol25 dataset).

Geometry as XYZ:
```
25
Properties=species:S:1:pos:R:3:lowdin_charge:R:1
S -3.37 1.07 -0.05 1.01
N 0.95 -0.41 0.43 -0.13
C 0.74 0.96 0.00 -0.34
C -1.77 0.56 -0.06 -0.33
C 1.04 1.96 0.95 -0.08
C -3.91 -0.59 -0.11 -0.37
C 2.29 -1.01 0.22 0.05
C -0.14 -1.31 -0.10 -0.08
C -1.53 -0.76 -0.03 -0.31
C 1.07 1.24 -1.46 -0.02
C -2.86 -1.46 -0.05 -0.12
H 0.67 2.28 -1.68 0.12
H 0.52 1.81 1.96 0.13
H 2.25 -1.57 -0.74 0.13
H -4.90 -0.92 0.13 0.07
H 2.94 -0.22 0.50 0.10
H 0.63 3.03 0.68 0.15
H 2.13 2.13 1.09 0.11
H 2.19 1.41 -1.47 0.12
H 2.34 -1.78 1.06 0.14
H 0.29 -1.66 -1.05 0.14
H 0.89 -0.40 1.44 0.18
H -0.09 -2.21 0.41 0.11
H 0.53 0.42 -2.04 0.12
H -2.89 -2.56 -0.03 0.12
```

The frontier orbital gap comes out at 7.6 eV. The highest occupied orbital energy comes out at -0.457 Ha. The value obtained for the energy is -21873.7809 eV. Its energy above the lowest of the compared OMol25 structures with the same formula, charge and spin is 426.0 kJ/mol. The net charge is +1.

=====

# C9H14O

A 2-piece molecular cluster, C9H14O overall in a non-equilibrium geometry (wB97M-V/def2-TZVPD, the OMol25 dataset).

Geometry as XYZ:
```
24
Properties=species:S:1:pos:R:3:lowdin_charge:R:1
O -0.63 -2.89 -0.29 -0.02
C 1.82 1.90 1.47 -0.13
C 1.55 -0.01 -0.17 -0.13
C -0.08 -1.70 0.14 -0.43
C -0.60 -0.97 1.21 -0.16
C -1.79 0.91 -1.55 -0.18
C 0.10 0.04 1.78 -0.16
C 1.18 0.65 0.99 -0.35
C 0.82 -1.11 -0.71 -0.17
C -1.65 2.35 -2.09 -0.20
H -1.08 2.86 -1.27 0.07
H 2.45 0.27 -0.90 0.12
H 1.45 2.85 1.00 0.06
H -2.65 2.78 -2.06 0.04
H -2.84 0.64 -1.80 0.06
H -0.22 0.57 2.71 0.07
H 2.82 1.94 1.06 0.05
H -0.93 0.41 -2.03 0.05
H -1.32 2.37 -3.10 0.04
H -1.54 -1.35 1.65 0.10
H 1.67 2.03 2.55 0.06
H -0.23 -3.58 0.20 0.06
H -1.67 0.78 -0.43 0.07
H 1.07 -1.77 -1.60 0.09
```

The frontier orbital gap (spin up / spin down) comes out at 3.1 / 7.4 eV. The highest occupied orbital energy (spin up / spin down) comes out at 0.035 / -0.130 Ha. The value obtained for the energy is -11604.6031 eV. Its spin multiplicity is 2. Its energy above the lowest of the compared OMol25 structures with the same formula, charge and spin is 165.5 kJ/mol. The net charge is -1.